# 1
47
Properties=species:S:1:pos:R:3 method="wB97M-V/def2-TZVPD" homo_ev=-12.06 total_charge=+1
C -3.461 -1.019 3.110
C -2.999 -0.839 1.652
C -2.920 0.633 1.224
C -1.870 0.972 0.157
C -0.362 0.861 0.489
C 0.195 0.440 1.867
C -0.451 0.864 3.186
C 0.455 -1.059 1.663
O 0.562 -1.880 2.461
N 0.505 -1.291 0.244
C 0.566 0.047 -0.481
C 0.014 -0.368 -1.850
C -0.147 0.650 -3.018
C 1.075 0.711 -3.983
Br -0.669 2.464 -2.564
C 2.092 0.307 -0.366
I 2.747 2.230 -1.096
C 2.966 -0.779 -1.038
C 4.470 -0.484 -0.861
H -4.543 -1.094 3.150
H -3.092 -1.961 3.505
H -3.175 -0.186 3.740
H -3.789 -1.297 1.060
H -2.100 -1.421 1.450
H -3.881 0.872 0.773
H -2.853 1.313 2.063
H -2.168 0.420 -0.736
H -2.043 2.003 -0.120
H 0.011 1.884 0.377
H 1.124 1.005 1.902
H -0.999 1.790 3.072
H 0.329 1.006 3.923
H -1.069 0.068 3.580
H -0.390 -1.745 0.050
H -0.953 -0.844 -1.734
H 0.686 -1.201 -2.247
H -0.959 0.273 -3.637
H 2.010 0.419 -3.517
H 0.852 0.161 -4.911
H 1.211 1.736 -4.300
H 2.414 0.273 0.661
H 2.794 -1.731 -0.550
H 2.731 -0.912 -2.094
H 4.877 0.002 -1.736
H 4.658 0.105 0.028
H 4.995 -1.431 -0.758
Ag 0.554 -1.968 -3.789

=====

# 2
68
Properties=species:S:1:pos:R:3 method="wB97M-V/def2-TZVPD" homo_ev="-7.70 / -8.23" spin_multiplicity=6 s_squared=8.77
Fe -1.300 -0.357 0.124
C -3.340 1.529 -3.910
N -4.147 1.123 -2.771
C -5.430 0.704 -2.844
C -5.788 0.346 -1.618
N -4.705 0.533 -0.748
B -4.797 0.362 0.739
N -4.503 -1.110 1.301
C -5.113 -1.629 2.387
C -4.653 -2.879 2.602
N -3.702 -3.138 1.649
C -2.820 -4.320 1.465
C -3.630 -2.029 0.877
S -2.718 -2.017 -0.610
C -3.677 1.027 -1.486
S -2.101 1.537 -1.074
H -3.972 1.743 -4.743
H -2.614 0.753 -4.173
H -2.800 2.451 -3.619
H -6.011 0.760 -3.733
H -6.727 0.040 -1.281
H -3.973 1.119 1.182
H -5.873 0.631 1.169
H -5.922 -1.114 2.883
H -4.927 -3.605 3.344
H -1.774 -4.116 1.773
H -2.879 -4.696 0.447
H -3.156 -5.082 2.154
C -0.571 -1.535 5.523
Si -0.543 0.286 5.016
C -1.889 1.394 5.796
C 1.108 1.088 5.417
C -0.899 0.260 3.230
C -1.201 -0.158 2.095
H -0.351 -1.839 6.539
H 0.097 -2.067 4.833
H -1.597 -1.834 5.228
H -1.528 1.712 6.749
H -2.790 0.851 5.907
H -2.028 2.253 5.078
H 1.127 1.213 6.483
H 1.177 2.072 4.993
H 2.009 0.561 5.177
C 5.764 2.840 -3.181
C 5.899 1.327 -3.243
C 5.967 0.966 -4.758
C 7.239 0.881 -2.617
C 4.738 0.580 -2.590
C 4.737 -0.826 -2.690
C 3.711 -1.591 -2.170
C 2.584 -0.914 -1.716
O 1.416 -1.466 -1.167
B 0.616 -0.369 -0.845
O 1.290 0.841 -1.177
C 2.510 0.465 -1.674
C 3.574 1.248 -2.109
H 6.677 3.347 -3.548
H 5.646 3.210 -2.184
H 4.900 3.204 -3.793
H 6.872 1.452 -5.156
H 5.075 1.352 -5.293
H 6.021 -0.130 -4.929
H 8.102 1.288 -3.206
H 7.402 -0.206 -2.536
H 7.294 1.294 -1.609
H 5.577 -1.306 -3.145
H 3.761 -2.673 -2.117
H 3.560 2.362 -2.097

=====

# 3
18
Properties=species:S:1:pos:R:3 method="wB97M-V/def2-TZVPD" homo_ev=-7.82 de_lowest_kcal_mol=112.2
C 0.310 1.350 -0.207
C -1.065 1.848 0.139
C 1.335 1.460 0.890
C -0.641 -3.012 -0.091
C -0.323 -0.993 -0.054
C 0.315 -0.540 -1.021
O -0.274 -3.974 -0.990
O -1.096 -3.319 0.975
H 0.146 -3.543 -1.745
H 0.672 1.777 -1.142
H -0.874 -0.894 0.861
H 0.958 -0.660 -1.867
H 1.002 0.954 1.798
H 2.300 1.052 0.590
H -1.039 2.931 0.311
H -1.440 1.397 1.059
H -1.778 1.653 -0.661
H 1.493 2.512 1.156

=====

# 4
63
Properties=species:S:1:pos:R:3 method="wB97M-V/def2-TZVPD" homo_ev=-8.58 smiles="CCC(=O)N1CCc2cc(S(=O)(=O)N[C@@H](C(=O)NCc3ccc(C)cc3)C(C)C)ccc21" de_lowest_kcal_mol=7.2
C 6.554 -3.323 3.621
H 5.925 -4.207 3.686
C 5.695 -2.065 3.652
C 4.714 -2.051 2.495
O 4.647 -2.942 1.678
N 3.900 -0.948 2.441
C 2.932 -0.707 1.470
C 2.586 -1.490 0.378
C 1.577 -1.034 -0.456
C 0.945 0.168 -0.202
C 1.288 0.957 0.884
C 2.288 0.511 1.717
C 2.855 1.151 2.948
H 3.279 2.130 2.722
H 2.087 1.290 3.710
C 3.934 0.153 3.402
H 3.730 -0.225 4.408
H 4.926 0.614 3.405
H 0.781 1.895 1.041
S -0.415 0.650 -1.241
O -0.713 2.040 -0.986
O -0.188 0.231 -2.590
N -1.612 -0.320 -0.617
H -2.124 -0.826 -1.323
C -2.427 0.188 0.477
C -3.707 0.732 -0.177
O -4.729 0.080 -0.259
N -3.539 1.958 -0.712
H -2.589 2.319 -0.732
C -4.359 2.397 -1.835
C -3.621 2.009 -3.089
C -3.722 0.713 -3.577
C -2.916 0.291 -4.617
C -1.984 1.148 -5.187
C -1.898 2.447 -4.707
C -2.702 2.873 -3.666
H -2.606 3.882 -3.289
H -1.179 3.128 -5.140
C -1.058 0.665 -6.259
H -1.523 -0.116 -6.857
H -0.753 1.480 -6.911
H -0.166 0.250 -5.790
H -2.998 -0.724 -4.980
H -4.430 0.031 -3.127
H -5.322 1.888 -1.756
H -4.501 3.478 -1.766
H -1.856 1.004 0.930
C -2.705 -0.899 1.523
C -3.495 -0.302 2.684
H -2.932 0.502 3.155
H -4.442 0.095 2.331
H -3.698 -1.066 3.431
C -1.398 -1.515 2.013
H -0.784 -0.761 2.504
H -0.831 -1.925 1.182
H -1.603 -2.312 2.724
H -3.314 -1.671 1.043
H 1.272 -1.601 -1.321
H 3.090 -2.423 0.191
H 6.330 -1.177 3.590
H 5.139 -2.014 4.591
H 7.108 -3.375 2.688
H 7.255 -3.324 4.451